The following is a DFT calculation (wB97M-V/def2-TZVPD) of C20H25NO4 in the gas phase at a distorted geometry.

Gap between HOMO and LUMO   0.307 hartree
E_HOMO   -8.29 eV
SMILES   CCOC(=O)C1CCN(Cc2cc(=O)oc3c(C)c(C)ccc23)CC1
Calculated total energy   -1132.82182 Eh
ΔE to the lowest compared entry with this formula, charge and spin   2.224 eV

Element x y z (Å)
1 C -2.9685 -5.0837 -1.2772
2 C -1.9668 -5.0006 -0.1782
3 O -0.9570 -4.0467 -0.5345
4 C 0.2303 -4.1512 0.1729
5 O 0.4206 -4.9209 1.1039
6 C 1.4388 -3.2058 -0.1437
7 C 1.5568 -2.8063 -1.6248
8 C 2.5977 -1.7046 -1.8333
9 N 2.2630 -0.5225 -1.0166
10 C 1.1668 0.3099 -1.4863
11 C 1.2276 1.7020 -0.8091
12 C 2.3267 2.5143 -0.9783
13 C 2.4034 3.8376 -0.3646
14 O 3.4730 4.3857 -0.5051
15 O 1.3816 4.3562 0.3280
16 C 0.2392 3.5539 0.5260
17 C -0.8616 4.1792 1.1716
18 C -0.8521 5.6262 1.5947
19 C -2.0225 3.4226 1.4534
20 C -3.2233 4.0675 2.1274
21 C -2.0424 2.0757 1.0670
22 C -1.0471 1.4713 0.3222
23 C 0.1281 2.2185 0.0330
24 C 2.3076 -0.8565 0.4086
25 C 1.2706 -1.9543 0.7528
26 H -2.5154 -5.4323 -2.1978
27 H -3.4315 -4.1141 -1.4784
28 H -3.7401 -5.7850 -1.0054
29 H -1.5289 -5.9869 -0.0484
30 H -2.4596 -4.7003 0.7513
31 H 2.3652 -3.7287 0.1146
32 H 1.7973 -3.6505 -2.2340
33 H 0.5928 -2.4035 -1.9728
34 H 3.5761 -2.1085 -1.5474
35 H 2.6479 -1.4045 -2.8743
36 H 0.2319 -0.2145 -1.2451
37 H 1.1787 0.4035 -2.5623
38 H 3.1544 2.0402 -1.4654
39 H -1.6917 6.1699 1.1509
40 H 0.0146 6.1943 1.2819
41 H -0.9612 5.6498 2.6950
42 H -3.9261 3.2756 2.4235
43 H -2.9597 4.6530 3.0046
44 H -3.8024 4.7126 1.4314
45 H -2.9359 1.4890 1.3159
46 H -1.1827 0.4081 0.0324
47 H 2.0811 0.0477 1.0154
48 H 3.3301 -1.1719 0.6383
49 H 1.3876 -2.2456 1.8250
50 H 0.2867 -1.5646 0.6411

Partial charges, Mulliken, in e: -1.258, -0.183, -0.275, 0.040, -0.600, 0.725, -0.590, -1.245, 0.127, -0.637, 0.425, -0.227, 0.010, -0.637, -0.430, -0.413, 1.261, -1.727, 1.071, -1.510, -1.195, -0.929, 1.078, -0.982, -0.732, 0.319, 0.312, 0.404, 0.315, 0.278, 0.330, 0.536, 0.146, 0.401, 0.468, 0.219, 0.534, 0.529, 0.334, 0.378, 0.322, 0.382, 0.346, 0.325, 0.272, 0.230, 0.391, 0.448, 0.406, 0.205

***

The following is a DFT calculation (wB97M-V/def2-TZVPD) of C20H25NO5 in the gas phase.

Gap between HOMO and LUMO   0.335 hartree
E_HOMO   -8.35 eV
SMILES   CCCCCOc1ccc(C(=O)O[C@@H](C)C(=O)NCc2ccco2)cc1
Calculated total energy   -1208.08686 Eh
ΔE to the lowest compared entry with this formula, charge and spin   1.723 eV

Element x y z (Å)
1 C 0.1046 8.7934 -3.4087
2 C 0.6637 8.4395 -2.0363
3 C 1.0649 6.9693 -1.9511
4 C 1.6170 6.6076 -0.5744
5 C 1.9728 5.1278 -0.4727
6 O 0.7737 4.3837 -0.5822
7 C 0.8167 3.0366 -0.5044
8 C -0.4152 2.3816 -0.6254
9 C -0.4847 1.0117 -0.5582
10 C 0.6727 0.2533 -0.3669
11 C 0.5552 -1.2111 -0.2923
12 O -0.4847 -1.8242 -0.4065
13 O 1.7310 -1.8263 -0.1026
14 C 1.6575 -3.2427 0.0370
15 C 3.0613 -3.7535 0.3266
16 C 0.7279 -3.5815 1.2181
17 O 0.8538 -3.0424 2.2940
18 N -0.1499 -4.5773 0.9721
19 C -1.1515 -4.9553 1.9473
20 C -2.5315 -4.6476 1.4650
21 C -3.0103 -3.6218 0.7053
22 C -4.3991 -3.8634 0.5549
23 C -4.6565 -5.0132 1.2315
24 O -3.5301 -5.5021 1.7833
25 C 1.8969 0.9032 -0.2449
26 C 1.9734 2.2802 -0.3150
27 H -0.7739 8.1910 -3.6285
28 H -0.1797 9.8423 -3.4478
29 H 0.8468 8.6102 -4.1827
30 H -0.0879 8.6524 -1.2731
31 H 1.5347 9.0648 -1.8261
32 H 1.8200 6.7557 -2.7117
33 H 0.1962 6.3420 -2.1568
34 H 0.8707 6.8362 0.1881
35 H 2.5129 7.1949 -0.3642
36 H 2.4548 4.9229 0.4929
37 H 2.6638 4.8486 -1.2799
38 H -1.2994 2.9821 -0.7693
39 H -1.4302 0.4995 -0.6489
40 H 1.2604 -3.6670 -0.8954
41 H 3.3964 -3.3484 1.2778
42 H 3.7426 -3.4328 -0.4571
43 H 3.0556 -4.8386 0.3804
44 H -0.3295 -4.8501 0.0184
45 H -1.0785 -6.0268 2.1654
46 H -0.9176 -4.3928 2.8584
47 H -2.4414 -2.8078 0.3057
48 H -5.1020 -3.2607 0.0174
49 H -5.5593 -5.5683 1.3920
50 H 2.7920 0.3216 -0.0915
51 H 2.9356 2.7579 -0.2179

Partial charges, Mulliken, in e: -1.279, -0.344, -0.519, -0.969, -0.650, -0.318, 0.738, -0.422, -0.778, 0.137, 0.605, -0.713, -0.228, 0.449, -1.718, 0.379, -0.678, -0.097, -0.672, -0.341, 0.360, -0.890, -0.307, -0.364, -0.557, -0.478, 0.322, 0.385, 0.325, 0.320, 0.308, 0.263, 0.306, 0.324, 0.425, 0.462, 0.435, 0.425, 0.436, 0.327, 0.368, 0.428, 0.420, 0.305, 0.301, 0.313, 0.723, 0.430, 0.463, 0.463, 0.376

***

The following is a DFT calculation (wB97M-V/def2-TZVPD) of a molecular structure, C20H25NOP2Sn at a distorted geometry.

Gap between HOMO and LUMO (spin up / spin down)   0.222 / 0.220 hartree
E_HOMO (spin up / spin down)   -14.85 / -14.47 eV
Total charge   +2
Calculated total energy   -1803.50564 Eh
ΔE to the lowest compared entry with this formula, charge and spin   0.000 eV

Element x y z (Å)
1 C 2.5990 -0.0601 -3.0523
2 C 1.4715 0.3112 -2.2955
3 C 0.6049 -0.7228 -1.8552
4 C 0.9233 -2.0767 -2.0565
5 C 1.9911 -2.4309 -2.8807
6 C 2.8303 -1.4139 -3.3588
7 C 0.2648 -3.0313 -1.0919
8 C -1.1909 -2.7157 -0.9109
9 C -1.4906 -1.3547 -0.7548
10 C -2.6680 -0.9389 -0.0794
11 C -3.6079 -1.8987 0.3234
12 C -3.3496 -3.2517 0.0495
13 C -2.1523 -3.6632 -0.5574
14 H 3.2702 0.7192 -3.4488
15 H 2.1455 -3.4959 -3.1136
16 H 3.6946 -1.6914 -3.9760
17 H 0.4325 -4.0875 -1.3195
18 H -4.5401 -1.5819 0.8143
19 H -4.0750 -3.9975 0.3769
20 H -1.9617 -4.7070 -0.8073
21 N -0.4266 -0.4248 -0.9205
22 Sn 0.5581 -0.3141 1.0335
23 C 1.3237 1.7148 -1.7027
24 H 0.2895 2.0354 -1.8323
25 H 1.9764 2.4076 -2.2698
26 C -2.7854 0.5197 0.3632
27 H -2.5932 1.2092 -0.4593
28 H -3.7984 0.7395 0.7386
29 P 1.7605 1.6707 0.0787
30 P -1.6025 0.8487 1.7070
31 C -2.3703 0.0843 3.1488
32 H -1.7526 0.2946 4.0308
33 H -3.3650 0.5336 3.3050
34 H -2.4805 -1.0013 3.0202
35 C -1.6908 2.6258 1.9965
36 H -2.7010 2.8788 2.3459
37 H -0.9694 2.9016 2.7742
38 H -1.4814 3.1841 1.0789
39 C 3.5588 1.4862 -0.0235
40 H 4.0321 2.2195 -0.6916
41 H 4.0076 1.6195 0.9596
42 H 3.8566 0.4936 -0.3680
43 C 1.5264 3.3839 0.5778
44 H 1.7659 3.4946 1.6356
45 H 2.1562 4.0823 0.0127
46 H 0.4927 3.7010 0.4536
47 H 0.7158 -2.8388 -0.1103
48 H 2.4899 0.3017 2.8014
49 O 0.8571 1.4992 3.5149
50 C 1.4583 0.7385 2.7957

Partial charges, Mulliken, in e: -0.761, 0.090, 0.330, 0.687, -0.998, -0.573, -0.825, 0.676, 0.289, 0.161, -0.679, -0.617, -1.047, 0.445, 0.460, 0.421, 0.768, 0.452, 0.420, 0.475, -0.312, 0.847, -1.054, 0.385, 0.600, -1.006, 0.400, 0.564, 0.820, 0.912, -1.303, 0.409, 0.450, 0.357, -1.256, 0.480, 0.404, 0.313, -1.326, 0.435, 0.444, 0.375, -1.253, 0.426, 0.442, 0.304, 0.045, 0.375, -0.293, -0.156

***

The following is a DFT calculation (wB97M-V/def2-TZVPD) of 2 unconnected molecules or ions with the total composition C20H25O9PS at a distorted geometry.

Gap between HOMO and LUMO   0.043 hartree
E_HOMO   0.45 eV
Total charge   -2
Calculated total energy   -2193.86632 Eh
ΔE to the lowest compared entry with this formula, charge and spin   0.000 eV

Element x y z (Å)
1 C 1.1933 1.4587 4.4260
2 C 1.1233 0.2712 3.4758
3 O 0.0244 0.4749 2.5808
4 P -0.2854 -0.6826 1.5358
5 O 0.7213 -1.7641 1.5309
6 C -0.3526 0.0599 -0.1168
7 C -0.5663 1.5868 -0.2507
8 C 0.6375 2.3415 -0.7439
9 C 0.9730 2.4497 -2.0416
10 C 0.1980 1.8056 -3.1599
11 C 0.9880 0.8406 -4.0602
12 C 1.8223 -0.1531 -3.2872
13 C 3.2013 -0.0110 -3.1097
14 C 3.9258 -0.9308 -2.3421
15 C 3.2818 -2.0151 -1.7382
16 C 1.9118 -2.1830 -1.9379
17 C 1.1948 -1.2658 -2.7058
18 C 2.1386 3.2795 -2.4311
19 O 2.6952 3.1839 -3.5002
20 C 2.5945 4.3107 -1.4742
21 C 2.2862 4.1897 -0.1943
22 C 1.5244 3.0037 0.2471
23 O 1.6701 2.5991 1.3672
24 O -1.7459 -1.1059 1.9149
25 C -2.2309 -2.3783 1.3594
26 C -3.6757 -2.6085 1.7919
27 H 1.8876 2.1985 4.0415
28 H 1.5780 1.1343 5.3899
29 H 0.2202 1.9103 4.5794
30 H 0.9816 -0.6419 4.0411
31 H 2.0448 0.2069 2.9094
32 H 0.5265 -0.2794 -0.6455
33 H -1.2007 -0.4381 -0.5859
34 H -1.3585 1.7764 -0.9659
35 H -0.8917 2.0002 0.6989
36 H -0.6931 1.3133 -2.7929
37 H -0.1498 2.6260 -3.7935
38 H 0.2904 0.2652 -4.6656
39 H 1.6283 1.3796 -4.7464
40 H 3.7279 0.8162 -3.5616
41 H 4.9868 -0.7928 -2.1946
42 H 3.8509 -2.7032 -1.1347
43 H 1.3910 -3.0143 -1.4872
44 H 0.1327 -1.3950 -2.8579
45 H 3.1733 5.1163 -1.8950
46 H 2.6016 4.9175 0.5354
47 H -2.1370 -2.3299 0.2739
48 H -1.5995 -3.1784 1.7242
49 H -3.8398 -3.6368 2.0943
50 H -3.8859 -1.9814 2.6508
51 H -4.3559 -2.3708 0.9835
52 O -7.8243 -4.7292 3.6416
53 S -6.8393 -3.9320 2.8570
54 O -7.5076 -3.3235 1.6668
55 O -5.7252 -4.8236 2.3920
56 O -6.2622 -2.8474 3.7111

Partial charges, Mulliken, in e: -1.159, -0.271, -0.302, 0.738, -0.812, 0.900, -1.908, 0.907, 0.301, -0.959, -1.462, 0.580, -0.220, -0.704, -0.616, -0.198, -0.357, 0.574, -0.605, -0.570, -0.677, 0.280, -0.478, -0.194, -0.070, -1.186, 0.218, 0.376, 0.280, 0.506, 0.217, -0.886, 0.489, 0.607, 0.637, 0.255, 0.500, 0.582, 0.466, 0.446, 0.391, 0.403, 0.353, 0.315, 0.429, 0.453, 0.203, 0.280, 0.340, 0.282, 0.283, -0.778, 1.139, -0.786, -0.775, -0.760

***

The following is a DFT calculation (wB97M-V/def2-TZVPD) of a molecular structure, C20H26BrFN2O2V at a distorted geometry.

Gap between HOMO and LUMO (spin up / spin down)   0.212 / 0.255 hartree
E_HOMO (spin up / spin down)   -5.59 / -6.80 eV
Multiplicity   4
Calculated total energy   -4655.48545 Eh
ΔE to the lowest compared entry with this formula, charge and spin   0.000 eV

Element x y z (Å)
1 V 1.2900 -0.5509 0.3007
2 C 3.0519 -1.3898 2.7029
3 N 1.8416 -0.6472 2.2087
4 C 0.6209 -0.9681 3.0460
5 C 1.9959 0.8584 2.2920
6 C 3.0834 1.3077 1.2804
7 N 2.8194 0.7995 -0.0885
8 C 3.9061 0.0897 -0.7302
9 C 2.3251 1.9508 -0.9379
10 H 3.7096 -1.7449 1.9004
11 H 2.7323 -2.2941 3.2375
12 H 3.6897 -0.7723 3.3015
13 H 0.8170 -0.5588 4.0830
14 H 0.5776 -2.0965 3.0772
15 H -0.2252 -0.5030 2.5932
16 H 2.2588 1.0833 3.3669
17 H 1.0018 1.3616 2.0965
18 H 4.1000 0.9555 1.6353
19 H 3.0193 2.3968 1.3578
20 H 4.5897 0.7841 -1.2204
21 H 3.5235 -0.6029 -1.5302
22 H 4.4718 -0.4811 0.0141
23 H 3.0716 2.7781 -0.7682
24 H 1.3743 2.3307 -0.5595
25 H 2.2948 1.6705 -1.9764
26 F -2.9583 -0.1785 -4.6679
27 C -2.1978 -0.6748 -3.7141
28 C -2.6632 -1.6579 -2.8597
29 C -1.7752 -2.1376 -1.8859
30 C -0.4667 -1.6740 -1.7616
31 C 0.4481 -2.1858 -0.7565
32 C -0.0052 -0.7188 -2.7484
33 C -0.8864 -0.1251 -3.6842
34 H -3.6874 -1.9807 -2.9777
35 H -2.0923 -2.8167 -1.1225
36 H 1.3867 -2.6761 -1.1106
37 H 0.0097 -2.7949 0.0971
38 H 1.0569 -0.4850 -2.8187
39 H -0.6094 0.6697 -4.4148
40 Br -4.6090 -1.7215 1.8963
41 C -4.3041 -0.1295 1.0529
42 C -5.3165 0.5627 0.4103
43 C -4.8597 1.5779 -0.4009
44 C -3.5292 2.0219 -0.5150
45 C -2.5397 1.3002 0.1116
46 C -2.9403 0.2422 0.9581
47 C -1.0864 1.5954 0.0905
48 O -0.6310 2.6657 -0.3487
49 O -0.2673 0.6798 0.6477
50 H -6.3198 0.1686 0.4061
51 H -5.5585 2.0986 -0.9975
52 H -3.3735 2.9966 -1.0179
53 H -2.1655 -0.3793 1.4491

Partial charges, Mulliken, in e: 0.562, -1.019, 0.272, -0.881, -0.641, -0.892, 0.659, -0.966, -1.442, 0.231, 0.327, 0.357, 0.374, 0.366, 0.098, 0.597, 0.270, 0.325, 0.392, 0.392, 0.161, 0.323, 0.443, 0.481, 0.420, -0.354, 0.531, -0.865, -0.266, 0.582, -1.417, -0.185, -0.729, 0.427, 0.397, 0.482, 0.257, 0.312, 0.376, -0.181, 0.318, -0.677, -0.431, -0.492, 0.624, -0.198, -0.088, -0.805, 0.067, 0.404, 0.421, 0.384, -0.099

***

The following is a DFT calculation (wB97M-V/def2-TZVPD) of a molecular structure, C20H26F10N2O2S at a distorted geometry.

Gap between HOMO and LUMO   0.309 hartree
E_HOMO   -9.07 eV
Calculated total energy   -2434.55069 Eh

Element x y z (Å)
1 C -5.2732 -0.5574 -4.6042
2 C -3.9324 -0.3856 -5.3410
3 F -4.1126 0.4997 -6.4089
4 C -2.7908 0.0600 -4.4308
5 C -1.9355 1.0070 -4.8444
6 C -0.8369 1.5104 -4.0360
7 C -0.6204 0.9895 -2.8105
8 C 0.4688 1.4046 -1.8263
9 C 1.8170 1.8306 -2.4631
10 C 2.5324 0.7615 -3.2802
11 F 1.9258 0.5202 -4.4753
12 F 3.7627 1.2603 -3.6052
13 C 2.6813 -0.6232 -2.5935
14 F 3.4741 -1.3755 -3.4194
15 F 1.5158 -1.2872 -2.5245
16 C 3.3908 -0.6204 -1.2110
17 F 4.2769 0.3823 -1.0493
18 F 2.5081 -0.5249 -0.1892
19 C 4.1848 -1.9602 -0.9440
20 F 4.3893 -2.0074 0.3993
21 F 5.3865 -1.9650 -1.5026
22 F 3.4631 -3.0398 -1.2391
23 C -1.5230 -0.0329 -2.3670
24 N -1.4618 -0.6268 -1.1804
25 S -2.6502 -1.7067 -1.0699
26 N -3.3673 -1.4702 -2.5250
27 C -2.6535 -0.5456 -3.1267
28 H -5.3490 0.0530 -3.6953
29 H -5.4197 -1.6080 -4.3190
30 H -6.0903 -0.2912 -5.2873
31 H -3.6606 -1.3562 -5.7901
32 H -2.1251 1.3879 -5.8484
33 H -0.1900 2.3031 -4.4074
34 H 0.5562 0.6070 -1.0795
35 H 0.0753 2.2802 -1.2806
36 H 2.4576 2.1922 -1.6442
37 H 1.6146 2.7224 -3.0756
38 C 1.4265 -3.1555 3.8527
39 C 1.0661 -1.6956 3.6229
40 C 0.5748 -1.4627 2.2036
41 O 2.2096 -0.8772 3.8715
42 H 2.2317 -3.4649 3.1801
43 H 1.7866 -3.3047 4.8718
44 H 0.5660 -3.8066 3.6879
45 H 0.2940 -1.3919 4.3325
46 H 1.3515 -1.7182 1.4805
47 H 0.3300 -0.4100 2.0510
48 H -0.3123 -2.0617 1.9875
49 H 2.8987 -1.1365 3.2496
50 C -1.9847 2.5422 6.4658
51 C -1.1330 1.8147 5.4363
52 C 0.1841 1.3481 6.0378
53 O -0.8765 2.6810 4.3309
54 H -1.4679 3.4329 6.8345
55 H -2.9216 2.8785 6.0189
56 H -2.2154 1.8974 7.3157
57 H -1.6830 0.9560 5.0467
58 H 0.7721 2.1990 6.3939
59 H 0.7888 0.8370 5.2872
60 H 0.0163 0.6671 6.8746
61 H -0.3909 3.4441 4.6618

Partial charges, Mulliken, in e: -1.246, 0.494, -0.377, 0.164, -0.875, -0.573, 0.355, -0.534, -1.198, 0.816, -0.298, -0.337, 0.681, -0.336, -0.228, 0.539, -0.294, -0.195, 0.538, -0.263, -0.233, -0.244, 0.599, -0.366, 0.073, -0.624, 0.250, 0.346, 0.290, 0.400, 0.245, 0.469, 0.349, 0.115, 0.570, 0.385, 0.552, -1.458, 0.560, -0.908, -0.566, 0.294, 0.392, 0.355, 0.274, 0.020, 0.292, 0.407, 0.340, -1.398, 0.474, -1.269, -0.557, 0.348, 0.340, 0.357, 0.293, 0.420, 0.294, 0.339, 0.344

***

> Among the records above, which one has the highest calculated total energy?

C20H25NO4